This record from the Open Molecules 2025 dataset describes a cluster of 15 separate species, C93H201N15O15 in total. The level of theory is ωB97M-V with the def2-TZVPD basis set.

Highest occupied orbital energy ... -8.2 eV
Electronic energy ... -5613.59042 a.u.
Energy above the lowest of the compared OMol25 structures with the same formula, charge and spin ... 41.9 kcal per mole
LUMO energy ... 0.3 eV

Each line ends with the Mulliken charge.
Cartesian coordinates (Å):
C  0.454066  -2.050026  -3.668557  -1.1420
C  0.858530  -2.912838  -4.910230  2.5865
C  -0.072750  -2.535276  -6.025108  -1.5299
C  0.353143  -3.038918  -7.409776  -1.1002
C  1.752997  -2.411435  -7.751255  -1.3515
C  2.800794  -2.652974  -6.647728  1.3663
N  2.291870  -2.348226  -5.361078  0.7318
O  3.243614  -2.810619  -4.388429  -0.4267
C  3.413211  -4.026318  -6.807029  -1.5900
C  3.901845  -1.609778  -6.960654  -1.9893
C  0.799423  -4.407130  -4.561458  -1.6589
H  0.588920  -1.014120  -3.794185  0.1832
H  0.936550  -2.260131  -2.686187  -0.3881
H  -0.633676  -2.238471  -3.641554  0.3336
H  -1.040854  -2.914430  -5.753031  0.5938
H  -0.121164  -1.473896  -6.112634  0.2940
H  -0.458485  -2.751613  -8.118012  0.4651
H  0.429982  -4.089216  -7.473443  0.4429
H  1.564019  -1.344471  -7.589077  0.3667
H  2.239745  -2.575352  -8.735198  0.4320
H  4.003519  -4.059181  -7.693484  0.5202
H  4.093183  -4.165031  -5.928675  0.2351
H  2.669732  -4.796549  -6.990758  0.3413
H  3.524007  -0.567715  -7.072902  0.2774
H  4.669126  -1.620199  -6.217656  0.4576
H  4.334350  -1.898412  -7.909713  0.5590
H  0.977169  -5.010008  -5.480421  0.4456
H  -0.273893  -4.628518  -4.363655  -0.0050
H  1.467463  -4.648020  -3.740513  0.4017
H  3.395327  -2.049839  -3.764876  0.1962
C  -0.249577  -0.015969  -0.722977  -0.3183
C  -0.879749  -0.243829  0.669522  3.0087
C  0.042774  -1.048862  1.522285  -0.3539
C  1.239724  -0.164291  1.911539  1.7341
C  0.835762  1.056208  2.664090  -1.0562
C  -0.122049  1.900924  1.854205  1.6757
N  -1.209025  1.015533  1.357908  0.4526
O  -2.066088  1.764848  0.514525  1.3115
C  -0.692615  2.986179  2.718223  -1.9501
C  0.762846  2.544072  0.849676  -0.1601
C  -2.176837  -0.931345  0.443210  -0.9443
H  -0.806731  0.736917  -1.334263  -0.6468
H  -0.328317  -0.931622  -1.295605  -0.1168
H  0.792151  0.244646  -0.675321  -0.0258
H  -0.374504  -1.452642  2.416187  0.4427
H  0.374779  -1.944079  1.001908  -0.8917
H  1.774469  -0.000811  0.955836  -0.4534
H  1.935201  -0.718480  2.596952  -1.4148
H  1.729552  1.680547  2.870733  0.5435
H  0.383897  0.753783  3.637319  -0.1785
H  -1.214819  3.797046  2.212459  -0.3510
H  -1.490092  2.561303  3.325275  0.5441
H  0.097144  3.498531  3.315147  0.3358
H  0.208353  3.228637  0.182516  -0.3989
H  1.557257  3.079014  1.395037  0.4671
H  1.348324  1.863819  0.226189  -0.7192
H  -2.792069  -0.447047  -0.299154  0.1249
H  -2.741296  -0.928984  1.364374  -0.4442
H  -1.923598  -1.991780  0.149356  -0.5077
H  -3.013357  1.442740  0.621016  -0.1536
C  -4.787222  -3.451644  -1.067590  -0.6222
C  -5.682749  -4.495446  -1.676266  1.5121
C  -5.974393  -4.309230  -3.169594  -1.4924
C  -4.701067  -4.463879  -3.960261  0.2933
C  -4.127903  -5.890649  -3.768094  -1.7869
C  -3.954757  -6.325609  -2.331481  2.0476
N  -5.097199  -5.899703  -1.595065  0.0351
O  -4.821817  -6.230447  -0.227585  -0.4793
C  -4.049540  -7.846862  -2.436914  -2.0894
C  -2.552643  -6.059481  -1.801474  -1.1360
C  -7.008959  -4.499554  -0.883402  -2.0744
H  -4.768411  -3.652263  0.034301  -0.0665
H  -5.239413  -2.460009  -1.076576  0.7035
H  -3.737127  -3.405788  -1.432223  -0.2259
H  -6.605860  -5.152728  -3.410289  0.3894
H  -6.516295  -3.371592  -3.208524  0.5030
H  -3.912337  -3.808405  -3.595660  -0.3951
H  -4.765377  -4.212821  -5.039700  0.4253
H  -3.205947  -5.964280  -4.284888  0.4816
H  -4.839958  -6.524228  -4.248106  0.4962
H  -3.192270  -8.167618  -3.008329  0.4196
H  -3.900142  -8.315768  -1.479391  0.3833
H  -4.956584  -8.227163  -2.927558  0.4411
H  -2.216101  -4.972941  -1.740485  -0.3563
H  -2.465654  -6.444320  -0.771197  0.3589
H  -1.732084  -6.522934  -2.372242  0.7288
H  -7.720494  -5.178368  -1.335982  0.4599
H  -7.469753  -3.507926  -0.773232  0.2857
H  -6.725707  -4.806068  0.163276  0.3955
H  -5.675227  -6.509350  0.072878  0.3982
C  -1.097019  4.207325  -2.765189  -0.7900
C  -2.158842  3.658582  -3.682903  2.3656
C  -1.537042  3.441576  -5.040832  -1.1056
C  -2.351080  2.657387  -6.041812  -1.1080
C  -2.716733  1.375822  -5.450507  -0.8856
C  -3.476508  1.520387  -4.136133  2.0931
N  -2.646499  2.352381  -3.246854  0.2845
O  -3.288383  2.550005  -1.914039  1.9438
C  -4.946370  2.143909  -4.363995  -1.4318
C  -3.605382  0.122095  -3.519707  -1.3777
C  -3.165822  4.787842  -3.775199  -1.4578
H  -1.412352  4.679544  -1.866572  -0.7198
H  -0.554596  4.963107  -3.385602  0.8290
H  -0.316424  3.434441  -2.594278  -0.7614
H  -1.313499  4.405031  -5.475004  0.6179
H  -0.566677  2.923296  -5.029379  -0.2967
H  -1.724123  2.571564  -6.963971  0.4766
H  -3.220842  3.243592  -6.311114  0.3958
H  -1.784334  0.816686  -5.180425  -0.0861
H  -3.242083  0.818041  -6.211052  0.6066
H  -5.301547  2.495494  -3.382820  0.0057
H  -4.921634  3.077951  -4.908507  0.3388
H  -5.625504  1.453038  -4.936118  0.3802
H  -4.391600  -0.014855  -2.692529  -0.3924
H  -3.657177  -0.666949  -4.275161  0.5003
H  -2.671740  0.008091  -3.009306  -0.0821
H  -4.014068  4.516050  -3.154843  0.0164
H  -3.532469  4.894284  -4.801792  0.2215
H  -2.835597  5.748685  -3.373384  0.3211
H  -2.568084  2.304542  -1.249302  -0.4107
C  4.036083  -8.035285  0.327152  -1.9744
C  4.320811  -6.690994  1.056375  1.0281
C  5.809873  -6.578291  1.362411  -1.1724
C  6.078163  -5.149708  1.913538  -0.9220
C  5.687456  -4.167383  0.815950  -1.3327
C  4.225690  -4.179948  0.395342  4.1228
N  3.998603  -5.631320  0.060172  -0.0205
O  2.567409  -5.820261  -0.321530  -0.2367
C  3.345615  -3.506021  1.429345  -0.0511
C  3.948659  -3.485322  -0.934569  -2.5966
C  3.514542  -6.642661  2.405847  -0.7644
H  4.544431  -8.821705  0.925274  0.4470
H  4.297834  -7.899317  -0.698593  0.4206
H  3.004832  -8.285601  0.398274  0.2782
H  6.154976  -7.408653  2.031009  0.4045
H  6.299105  -6.712715  0.366463  0.4116
H  7.098155  -4.941920  2.121207  0.5723
H  5.437253  -5.096554  2.769178  0.2954
H  6.383358  -4.193387  0.012892  0.6067
H  5.926221  -3.172173  1.201706  -0.2629
H  3.434921  -2.408247  1.347432  -0.0894
H  2.358161  -3.625572  1.110382  -0.4163
H  3.604090  -3.702316  2.512344  -0.3365
H  4.536905  -3.960281  -1.703540  0.7730
H  2.851353  -3.482019  -1.254572  0.0835
H  4.263461  -2.508452  -0.920774  -0.0246
H  2.639591  -7.314790  2.580502  0.3516
H  3.273536  -5.638675  2.777556  -0.2572
H  4.252703  -7.014248  3.132041  0.5006
H  2.095763  -6.307407  0.417546  0.1969
C  7.217508  0.752183  -2.555639  -1.8405
C  6.588348  1.310434  -1.272135  1.8151
C  7.684718  1.454132  -0.242365  -1.8170
C  7.122813  2.141193  0.985935  0.7863
C  6.713576  3.553845  0.555448  -1.6387
C  5.619298  3.578390  -0.508730  2.4089
N  6.122666  2.763144  -1.556912  -0.3628
O  5.086113  2.730142  -2.576674  0.0503
C  4.157881  3.187374  0.043586  -0.2852
C  5.486753  5.018245  -0.962887  -2.1835
C  5.517824  0.335625  -0.782748  -0.1552
H  7.443151  -0.295536  -2.213609  0.3649
H  8.189171  1.176236  -2.825510  0.4128
H  6.519158  0.806633  -3.357891  0.2986
H  8.083061  0.431315  -0.133585  0.4156
H  8.479939  2.099968  -0.642047  0.3707
H  7.882293  2.227675  1.774214  0.4768
H  6.226732  1.609068  1.314669  -0.5615
H  7.558842  4.000433  -0.000140  0.3590
H  6.396515  4.269869  1.328919  0.3148
H  3.774991  2.480662  -0.706151  -0.2687
H  4.247446  2.605875  0.918754  0.2485
H  3.514026  4.036605  0.101862  -0.4850
H  4.733991  5.073643  -1.771341  0.3429
H  5.127513  5.659581  -0.162289  0.3985
H  6.455174  5.351014  -1.327178  0.5605
H  4.798764  0.247339  -1.550078  -0.7294
H  5.118341  0.751553  0.123905  -0.4829
H  5.976118  -0.640957  -0.656099  0.7809
H  5.418571  3.288074  -3.260104  0.2724
C  2.224022  6.307368  2.037758  -1.4284
C  1.441500  7.669377  1.876342  1.7771
C  2.326169  8.852778  1.501252  -1.3463
C  2.810920  8.862805  0.088818  0.0217
C  1.562824  8.734329  -0.829142  -1.4530
C  0.797435  7.508514  -0.566834  1.9852
N  0.408371  7.562956  0.841364  -0.1055
O  -0.505650  6.492280  1.122051  0.6899
C  -0.478991  7.508314  -1.427008  -1.8750
C  1.568187  6.217032  -1.010725  -0.3319
C  0.586798  7.902325  3.141199  -1.6343
H  2.467358  6.146517  3.056505  0.7109
H  3.178361  6.283126  1.461190  0.0852
H  1.608629  5.456076  1.737390  0.0025
H  1.691437  9.799138  1.598035  0.3074
H  3.159604  8.948052  2.227684  0.3163
H  3.553368  8.021046  0.005263  -0.2137
H  3.375449  9.772470  -0.181465  0.4813
H  1.729753  8.925966  -1.911125  0.3563
H  0.886727  9.550250  -0.571628  0.4407
H  -1.084914  8.331919  -1.077035  0.6842
H  -0.316703  7.740794  -2.479442  0.5126
H  -1.071916  6.584195  -1.432937  -0.5395
H  0.844714  5.405423  -0.784567  -0.5003
H  1.778689  6.452062  -2.041646  0.7232
H  2.467663  6.119451  -0.465886  -0.5255
H  -0.122649  8.766865  3.092252  0.3486
H  1.171271  8.101662  4.035138  0.4905
H  0.002428  7.003020  3.328980  0.1744
H  -1.382364  6.982500  1.017866  -0.0463
C  0.662599  -4.240362  4.179517  0.0758
C  0.283239  -4.725703  5.523191  1.8555
C  1.596109  -4.972160  6.285365  -1.6324
C  2.282314  -3.627332  6.777804  0.5664
C  1.248707  -2.981796  7.697000  -1.5420
C  -0.146467  -2.630555  7.011772  2.1346
N  -0.616951  -3.835234  6.325744  0.0054
O  -1.742866  -3.591194  5.448508  -0.2364
C  -1.124021  -2.320404  8.083633  -1.9089
C  0.094573  -1.452812  6.062949  -1.2541
C  -0.368769  -6.131654  5.293722  -1.5008
H  -0.167230  -3.868201  3.589091  -0.0664
H  0.998667  -5.078026  3.541200  -0.1372
H  1.481407  -3.551714  4.119886  -0.4835
H  1.369425  -5.520643  7.223266  0.3177
H  2.297098  -5.444168  5.608433  0.4108
H  2.550548  -3.134231  5.827716  -0.5369
H  3.267439  -3.841938  7.290738  0.3721
H  1.622755  -2.042345  8.104549  0.5031
H  1.020154  -3.645093  8.530041  0.4085
H  -0.879233  -1.367555  8.598354  0.3674
H  -2.157989  -2.179877  7.751075  0.3588
H  -1.051276  -3.106831  8.800791  0.4942
H  -0.792999  -1.284791  5.532214  -0.1147
H  0.276787  -0.513811  6.612629  0.6527
H  0.916937  -1.548298  5.302615  -0.1318
H  0.303546  -6.880995  4.794403  0.1932
H  -1.349954  -6.062668  4.708063  0.0140
H  -0.726454  -6.436458  6.331870  0.5307
H  -2.437093  -3.451740  6.105960  0.3487
C  -0.626697  -6.901038  1.655006  -0.5341
O  0.421397  -7.392287  1.244236  -0.4934
N  -1.071600  -5.638263  1.545923  1.7115
C  -2.434252  -5.264863  1.811423  -1.1319
C  -0.398523  -4.680107  0.702391  0.5758
H  -1.285641  -7.545885  2.241813  0.3806
H  -2.599919  -4.386058  2.442916  0.0538
H  -2.942132  -6.070093  2.381306  0.6174
H  -2.968451  -5.098392  0.876294  -0.0542
H  -0.335112  -4.920070  -0.358339  0.5132
H  -0.768104  -3.664801  0.902400  -0.0305
H  0.653638  -4.753827  0.954048  -1.6012
C  -4.271899  5.308967  2.795907  0.3060
O  -5.240514  4.570546  2.615527  -0.6467
N  -4.281589  6.425334  3.571381  0.2220
C  -3.168387  7.306169  3.600665  -0.4995
C  -5.476791  6.942245  4.278277  -1.0162
H  -3.286378  5.127192  2.371026  0.2055
H  -2.252824  6.845831  3.158165  -0.3823
H  -2.948620  7.519963  4.655294  0.5178
H  -3.460437  8.265291  3.053635  0.3266
H  -5.617807  7.987601  3.966884  0.3487
H  -6.310910  6.326763  3.929269  0.2852
H  -5.343762  6.985006  5.349920  0.3001
C  -5.551422  1.701433  1.407812  -1.0261
O  -4.566158  1.084175  1.085044  -0.7730
N  -6.638315  1.813373  0.610834  0.9332
C  -7.876056  2.381212  1.150476  -1.0741
C  -6.814869  0.929437  -0.469228  -1.0021
H  -5.605695  2.160063  2.359625  0.8218
H  -8.679045  1.678173  1.336344  0.2468
H  -8.251731  3.106781  0.456495  0.3358
H  -7.525525  2.886186  2.048206  0.3603
H  -7.241433  1.441576  -1.337451  0.3977
H  -5.901384  0.406602  -0.812216  -0.1168
H  -7.520768  0.162644  -0.165267  0.4040
C  -3.709659  6.364671  0.287251  0.6919
O  -3.256914  7.381978  0.792087  -0.7391
N  -4.952111  6.236294  -0.248958  0.4899
C  -5.522134  4.944497  -0.541944  -0.9849
C  -5.830523  7.404842  -0.174953  -1.1938
H  -3.078980  5.410677  0.221449  0.1063
H  -6.254577  4.595135  0.220774  0.4344
H  -4.715810  4.233196  -0.664499  -0.2020
H  -5.947986  5.034111  -1.546527  0.4659
H  -5.242258  8.282118  0.083148  0.3454
H  -6.284657  7.531348  -1.148228  0.3879
H  -6.674453  7.199846  0.514455  0.2870
C  -6.235543  -0.319216  3.793835  0.0411
O  -7.317293  -0.766185  3.387096  -0.6615
N  -5.090979  -0.982784  3.846117  0.3514
C  -3.818673  -0.295108  4.211274  -1.1853
C  -4.958628  -2.311287  3.351431  -1.0881
H  -6.194710  0.738201  4.160580  0.4186
H  -3.982857  0.710849  4.573744  0.4451
H  -3.030849  -0.351674  3.478110  0.1436
H  -3.443444  -0.817823  5.072480  0.5002
H  -5.878902  -2.861234  3.440392  0.5066
H  -4.799387  -2.429430  2.268311  0.4361
H  -4.210129  -2.873035  3.934474  0.0662
C  2.969621  3.123818  -4.321352  0.1218
O  3.671307  3.355390  -5.306240  -0.7161
N  2.508573  1.900505  -3.947709  0.5618
C  1.644714  1.804297  -2.821330  0.5136
C  3.006628  0.709066  -4.554499  -1.2723
H  2.486567  3.989785  -3.760250  0.4107
H  1.451603  2.840056  -2.457056  -0.9279
H  2.127836  1.235667  -2.055606  0.2470
H  0.714049  1.294966  -3.151796  0.0365
H  3.555765  0.126753  -3.779013  -0.0999
H  2.267987  0.097636  -4.982485  0.8874
H  3.743810  0.981375  -5.331105  0.3170
C  6.751455  0.159290  4.339878  0.0068
O  7.673097  -0.419087  3.800347  -0.5732
N  5.454981  -0.131185  4.319151  0.3975
C  4.893914  -1.096518  3.365462  -0.0915
C  4.579265  0.352810  5.418065  -0.7466
H  6.941361  0.913928  5.132460  0.2767
H  3.877415  -0.814899  3.081453  -0.4531
H  4.900235  -2.087904  3.840156  0.4154
H  5.635890  -1.157765  2.549049  0.1330
H  4.112763  -0.559060  5.743096  0.2571
H  5.123941  0.948850  6.140126  0.3640
H  3.769800  0.924632  5.039065  0.1858

Forces on atoms 1 to 6 (eV/Å):
-0.45 -1.93 -0.01
2.67 1.41 0.52
0.51 -0.94 -0.84
0.44 1.11 -0.73
-1.28 0.84 1.34
0.89 0.20 -2.15